1.
Formula: C33H40N3OP2SSbSe4Ti
Source: the Open Molecules 2025 dataset
Level of theory: ωB97M-V with the def2-TZVPD basis set

Energy above the lowest of the compared OMol25 structures with the same formula, charge and spin: 0.596 eV

The geometry in ORCA input format:
```
! RIJCOSX wB97M-V def2-TZVPD def2/J DEFGRID3
* xyz 0 3
Sb 0.04951 1.86322 3.52360
Se 2.38793 2.29136 3.82185
Se -1.02712 0.05938 4.81846
Se -1.83686 3.29605 4.00720
Se -0.04576 1.46751 0.96922
Ti -0.07988 -0.04016 -0.96214
S -2.49987 -0.46576 -1.65483
P -1.09424 -2.07240 1.03774
P 0.70109 -2.37872 -1.91119
O 2.05582 0.30578 -1.19211
N -4.77765 0.79298 -1.42409
N -2.94120 1.88945 -0.49598
N 3.19642 2.06298 -0.39840
C 2.24300 -1.99378 3.39590
C 4.10535 -4.57426 -2.42584
C -4.07405 0.02333 2.89161
C 1.33403 -1.81413 2.36360
C 0.07999 -2.41481 2.40315
C -5.65649 1.92627 -1.66958
C 1.89893 -2.78386 4.47969
C 1.81378 -1.17457 -4.15851
C -0.25491 -3.20372 3.50115
C -2.95201 -0.33534 2.16392
C -3.46399 0.86244 -1.15073
C -0.49557 -1.79670 -4.39256
C 0.07869 1.62432 -2.33576
C 3.04428 -2.85270 -0.52312
C -4.63086 -2.29092 3.16399
C -4.92131 -0.95401 3.39076
C -3.49624 -2.64708 2.44904
C 2.33995 -3.11434 -1.69141
C -2.63964 -1.67332 1.93892
C 0.59469 -0.54045 -6.12796
C 2.22848 1.54364 -1.14285
C 1.32107 2.43077 -1.96276
C 4.80039 -4.31573 -1.25055
C -3.62006 2.73103 0.48546
C 1.77209 -0.54963 -5.39142
C -0.45137 -3.79440 -1.86642
C 2.87747 -3.97715 -2.64519
C 0.67965 -1.81108 -3.64755
C -0.48242 -4.44573 -0.47867
C -1.47840 -3.80055 0.47301
C 0.64801 -3.38955 4.53044
C -0.53548 -1.16602 -5.62778
C 4.27125 -3.45660 -0.30101
H 3.62381 1.47691 0.29428
H 2.72781 -1.16356 -3.57883
H 1.58470 -1.16499 1.54949
H -2.29157 0.43181 1.79751
H -0.15521 -4.50967 -2.63612
H 2.59342 -2.90848 5.30047
H 0.55764 -0.04461 -7.08956
H -3.87285 3.71082 0.08391
H -4.25721 1.07128 3.10262
H -1.93745 1.82322 -0.33594
H 4.81385 -3.25336 0.61372
H 3.18030 3.04605 -0.19537
H 0.37298 -3.99148 5.38657
H -4.51960 2.23336 0.84639
H 0.18598 1.17593 -3.33240
H -1.45169 -3.43390 -2.11475
H -5.79341 -0.67825 3.97060
H -6.22575 1.72726 -2.57653
H 4.52351 -5.24153 -3.16890
H -3.29435 -3.69941 2.30455
H -1.45592 -1.15876 -6.19756
H -0.81262 2.23896 -2.36145
H -0.76096 -5.49394 -0.59953
H 2.33625 -4.17176 -3.56469
H -2.46612 -3.77444 0.00358
H 5.76058 -4.78625 -1.07893
H -2.93351 2.86066 1.32842
H -5.06848 2.82652 -1.83200
H 2.63152 -2.17223 0.20871
H -1.24118 -3.64980 3.57525
H -5.05222 -0.07802 -1.83119
H 2.65963 -0.06230 -5.77537
H -1.39325 -2.26471 -4.01223
H 0.51517 -4.44965 -0.02972
H 1.89893 2.78191 -2.82548
H -6.35131 2.09457 -0.84541
H 1.07271 3.30465 -1.36367
H 3.19734 -1.47868 3.36856
H -5.28116 -3.06357 3.55496
H -1.55570 -4.42988 1.36002
*
```

=====

2.
Formula: C33H40N4P2Sn
Source: the Open Molecules 2025 dataset
Level of theory: ωB97M-V with the def2-TZVPD basis set

Energy above the lowest of the compared OMol25 structures with the same formula, charge and spin: 6.464 eV

The geometry in ORCA input format:
```
! RIJCOSX wB97M-V def2-TZVPD def2/J DEFGRID3
* xyz 0 1
Sn -0.09117 2.25860 0.31964
P -1.60276 -1.19725 1.18995
P 1.73336 -0.31699 0.65365
N 3.14382 0.64703 -0.24447
N -2.43026 0.07941 0.38185
N -2.99267 -2.28253 1.24540
N 2.89641 -1.51373 1.10329
C -1.53534 1.94903 -4.07673
C 4.00141 0.29410 -1.28659
C 4.78039 1.39084 -1.64382
C -1.64495 0.87612 3.71455
C 0.56661 3.05997 -3.47532
C 3.81521 -1.25168 2.14961
C -2.70889 1.70522 -1.16082
C -0.69533 -0.41779 -4.19645
C -2.39764 0.37134 -0.97081
C 1.13280 0.77402 -2.89620
C -2.74034 1.27929 1.07557
C 0.06614 -0.82479 3.40829
C -0.36276 2.66332 -4.61419
C -1.68409 0.63024 -3.85612
C -0.81987 0.11131 2.85064
C -0.54468 -2.00326 -0.07391
C -1.36039 -0.85376 5.38633
C 4.42133 -2.43877 2.50383
C -5.07271 -3.10614 0.84063
C 0.69811 -1.21759 -0.58357
C 0.95859 2.42627 2.44490
C -3.45824 -2.87112 2.42799
C 3.39873 1.99212 0.04011
C 0.79832 -0.01544 -4.08218
C -2.00778 0.29159 4.95052
C -2.90980 2.27292 0.13685
C -0.27656 -1.37424 4.66812
C -4.72132 -3.39740 2.21741
C 2.93391 -2.88340 0.82519
C -4.00041 -2.42720 0.27682
C 0.79069 2.00510 -2.49428
C 4.39677 2.48110 -0.79075
C 3.86987 -3.48795 1.66861
H 0.18493 2.11058 -5.38073
H 0.29126 -2.22201 5.04501
H -2.05699 1.86170 3.48959
H -2.83076 0.74546 5.50832
H 0.14524 3.94131 -2.98058
H -1.66341 -1.33693 6.31463
H -6.01701 -3.35775 0.36287
H 3.93320 -0.24285 2.50349
H -3.87936 -2.01609 -0.71984
H -3.18393 3.31877 0.34138
H -2.39616 2.60095 -4.02612
H 4.00247 -0.69549 -1.70617
H 4.81010 3.47860 -0.79360
H 1.05300 2.45249 -1.49286
H -5.33029 -3.91598 2.94181
H 2.31639 -3.29058 0.04604
H -0.21309 -2.95316 0.37728
H -0.72492 3.60095 -5.07390
H 4.13630 -4.52995 1.68147
H 5.18343 -2.56166 3.25554
H 2.84323 2.49825 0.83384
H -0.83811 -1.31519 -3.57668
H 1.92776 0.29829 -2.31442
H 1.52477 3.39797 -3.92916
H -0.87441 -0.76134 -5.23690
H -1.19473 -2.28806 -0.92184
H -3.12480 1.23055 2.08216
H -2.72349 2.24026 -2.08532
H 1.75751 3.17895 2.34840
H 0.33797 -0.42816 -1.25267
H 1.33836 -1.87004 -1.19624
H -2.21766 -0.42162 -1.68713
H -2.81840 -2.85280 3.30929
H 0.25495 2.85763 3.17035
H 1.11816 0.49727 -5.00399
H 0.92954 -1.20075 2.85901
H 5.54408 1.43261 -2.40295
H 1.34977 -0.98043 -4.05953
H -2.67205 0.21549 -3.66227
H 1.43267 1.60482 2.99889
*
```

=====

3.
Formula: C33H40N4P2TeV
Source: the Open Molecules 2025 dataset
Level of theory: ωB97M-V with the def2-TZVPD basis set

DFT total energy: -3394.93919 hartree

The geometry in ORCA input format:
```
! RIJCOSX wB97M-V def2-TZVPD def2/J DEFGRID3
* xyz 0 4
Te -1.96125 5.50137 -1.05490
V -1.69068 2.87868 -0.77091
P 3.29771 -1.32865 0.07064
P 1.09764 -3.41993 -1.27445
N 5.00483 -0.84055 0.22733
N 1.57561 -4.60873 -2.60766
N 2.94674 -1.35928 1.81529
N -0.19837 -4.44380 -0.68044
C 2.11295 -5.31353 -4.71174
C -2.81969 2.97128 2.19611
C 7.06631 -0.25895 -0.56419
C -5.69277 7.81414 -1.54197
C 5.70794 -0.29264 -0.86226
C 3.66567 -3.15525 -0.08217
C -1.64040 3.54594 1.49238
C -4.15774 7.05956 0.69211
C -0.50849 2.87128 1.05139
C 7.22480 -0.83043 0.74714
C -3.08476 1.49170 1.83299
C 2.05725 -5.91272 -2.53007
C 1.89534 -0.62807 2.36924
C -0.28413 1.37825 0.97750
C -3.76337 6.65363 -0.59644
C -1.40336 -6.16277 0.19212
C -0.18362 -5.80006 -0.34857
C -2.26401 0.67350 -0.47764
C -6.08257 8.23776 -0.25979
C -0.76414 0.67003 -0.28562
C 2.36007 -6.38394 -3.79610
C -4.54550 7.02003 -1.70662
C -5.30219 7.87287 0.85221
C 1.62553 -4.24420 -3.95827
C -3.50705 3.52485 -1.80170
C 3.44980 -2.16048 2.84308
C -3.17867 1.29923 0.34761
C 2.40436 -4.02593 -0.10016
C -1.44653 -3.94171 -0.27034
C 5.95753 -1.18279 1.19368
C 1.74703 -0.93435 3.71223
C -2.20287 -4.97624 0.25727
C 2.74902 -1.90529 4.01927
H -3.71826 3.57824 1.96184
H 2.70615 -5.05661 -0.32285
H -0.37839 -0.36369 -0.32265
H -4.26583 6.67065 -2.69207
H 8.14458 -0.95861 1.30325
H 0.80847 1.30262 0.98054
H 0.68866 -6.41347 -0.50271
H 2.94053 -2.37678 4.97612
H 1.00220 -0.52588 4.38830
H -0.61940 0.82819 1.87171
H 4.31111 -3.49297 0.74134
H 4.26981 -2.84046 2.66690
H -4.03037 2.57034 -1.63487
H 0.35693 3.50398 0.76087
H 5.17412 0.02176 -1.74381
H -3.21362 -4.91355 0.65225
H -0.26220 1.15296 -1.15731
H -3.19146 3.59397 -2.84995
H 1.35059 0.05916 1.75126
H 4.25956 -3.28674 -1.00080
H -4.21784 4.34066 -1.59226
H -1.66517 -2.88712 -0.38644
H -2.61707 0.06908 -1.32823
H 1.92416 -4.04443 0.88701
H -1.67778 -7.17383 0.49148
H -2.69944 3.07527 3.29139
H 2.18372 -6.42424 -1.58634
H 2.29216 -5.33014 -5.77228
H 2.72669 -7.38679 -4.01097
H 7.85860 0.12958 -1.18353
H -2.38170 0.81959 2.34625
H 1.31366 -3.25996 -4.26393
H -4.17827 1.52066 -0.05520
H -5.60191 8.22829 1.84570
H -6.29383 8.10378 -2.41025
H 5.68093 -1.63493 2.12623
H -4.05883 1.21266 2.26753
H -3.59044 6.73766 1.56024
H -1.60571 4.65159 1.47163
H -6.98904 8.84572 -0.13299
*
```

=====

4.
Formula: C33H40NO2ReS10SbTe
Source: the Open Molecules 2025 dataset
Level of theory: ωB97M-V with the def2-TZVPD basis set

Energy above the lowest of the compared OMol25 structures with the same formula, charge and spin: 0.000 eV

The geometry in ORCA input format:
```
! RIJCOSX wB97M-V def2-TZVPD def2/J DEFGRID3
* xyz 2 2
Re -2.36050 -0.94633 0.09229
Te 1.36006 0.98396 -0.64866
Sb -3.09034 -2.47784 3.03708
S -1.77159 -0.43150 2.18830
S -5.33910 0.46181 -0.30360
S -1.31878 -3.45243 -4.25050
S -3.21381 -2.89085 0.33332
S -2.64662 0.04232 -2.06796
S -0.15060 -6.09272 1.31020
S -0.20264 -0.87540 -3.55129
S -4.00152 -2.84330 -2.98282
S -5.06814 -1.80088 3.65590
S 1.54538 -2.92245 -4.81808
O 1.64828 -0.92567 -0.28325
O -4.01330 0.23404 0.50594
N -0.61107 -1.34967 -0.31424
C 3.36418 1.41972 -1.07459
C 0.58691 -1.74838 -0.21013
C -2.37575 -2.37458 -3.37130
C 0.29205 -5.51019 -0.37092
C -0.95183 2.81650 0.68737
C 3.47274 0.50043 1.96918
C 2.10244 -3.55528 0.71342
C 3.70140 2.75818 -0.83248
C 5.57929 0.93500 -1.76744
C 3.93159 -0.91490 -1.99738
C 0.11226 -2.44097 -4.23755
C -4.18679 -4.41161 -3.85710
C 0.81928 3.05297 5.33285
C 0.00684 2.84251 2.96834
C -1.83430 -1.18886 -2.99766
C -6.69292 0.91946 2.12007
C 7.39919 2.67153 -1.68104
C 2.70632 3.79973 -0.39266
C 1.46492 -5.91023 0.46640
C 2.22246 1.28306 2.26829
C -5.47591 2.25578 -0.32343
C 2.05934 1.77118 3.55892
C 5.01886 3.13805 -1.03647
C 5.97950 2.23361 -1.47888
C 0.09386 -4.07971 -0.58803
C 2.37046 -4.84819 0.92347
C 1.21965 1.58713 1.33415
C -4.62659 2.87963 -1.41655
C 0.96861 2.54810 3.92967
C 0.91505 -3.16585 -0.03076
C -6.60024 0.02457 0.90060
C 0.10862 2.38261 1.66555
C 4.27138 0.49331 -1.59370
H -0.84867 3.44877 3.24350
H 3.93280 -1.59131 -1.14208
H -3.52955 -5.17847 -3.45361
H 4.29592 1.17563 1.72410
H 3.28176 -5.14729 1.42396
H -0.01765 2.55666 5.82747
H 5.29609 4.17136 -0.86286
H 6.30521 0.23745 -2.16750
H -0.03287 -6.18197 -1.15443
H 8.02437 1.85065 -2.02523
H 3.76512 -0.06632 2.85223
H 1.91315 -6.87116 0.25163
H 2.61033 3.84404 0.69335
H -5.18058 2.57788 0.67628
H -6.32582 -0.99882 1.16792
H -4.67413 3.96420 -1.32918
H 3.02053 4.78011 -0.74673
H -1.90925 2.90243 1.20105
H 2.77432 -2.78593 1.06845
H 7.81941 3.05647 -0.75136
H 1.71636 2.87043 5.92034
H -7.52650 -0.01886 0.32201
H -5.71734 1.05866 2.58428
H -4.98303 2.60180 -2.40712
H -5.21947 -4.70702 -3.68285
H 2.95671 -0.99365 -2.48255
H 1.70073 3.64902 -0.80996
H -0.71472 3.79675 0.26626
H -6.53859 2.47164 -0.45365
H -4.03221 -4.28175 -4.92566
H 4.67290 -1.27442 -2.70779
H -7.33499 0.43324 2.85292
H 3.36534 -0.20036 1.14693
H -1.09956 2.13057 -0.15068
H -0.72098 -3.76497 -1.22813
H 2.81619 1.53847 4.29872
H 7.45176 3.47329 -2.41855
H -3.58182 2.58451 -1.33067
H -7.13297 1.88759 1.88557
H 0.61316 4.12329 5.34071
*
```

=====

5.
Formula: C33H41AsCl3F6N4O2P2PdS
Source: the Open Molecules 2025 dataset
Level of theory: ωB97M-V with the def2-TZVPD basis set

Energy above the lowest of the compared OMol25 structures with the same formula, charge and spin: 1.825 eV

The geometry in ORCA input format:
```
! RIJCOSX wB97M-V def2-TZVPD def2/J DEFGRID3
* xyz 4 6
Pd -0.29240 1.97136 1.31608
As -2.70871 0.27948 0.11198
Cl -0.24629 -6.88091 2.19828
Cl 4.80857 -7.07907 3.88484
Cl -0.03808 -8.65956 -0.84634
S -0.69990 -8.91202 -3.73445
P -1.94728 3.72777 2.31713
P 1.28412 3.03971 2.88658
F -0.98964 0.56490 -0.54661
F -1.95345 0.42099 1.79715
F -2.73757 2.07500 0.17958
F -3.21865 0.26531 -1.52325
F -2.34498 -1.42268 0.10835
F -4.23490 0.12004 0.81305
O -0.01183 3.39855 -0.39820
O 0.12349 -5.74809 -0.43898
N 0.71292 -0.39795 1.53508
N 1.06858 2.26375 -3.44191
N 0.28182 3.06898 -2.69390
N 0.11146 -2.53033 1.48476
C 0.44230 -1.43086 0.76243
C -1.35988 5.76743 -4.61736
C -1.91949 4.00680 -2.53981
C -3.45192 3.08703 3.11386
C 2.81343 0.52246 -3.17116
C 0.50672 4.67383 3.26941
C -0.52785 -7.94313 -2.26186
C 3.96526 -5.30389 2.03218
C -2.87568 4.90872 -2.95006
C -0.84753 -6.59035 -2.48464
C -2.60337 5.79790 -3.98817
C 0.55544 -0.85175 2.81676
C -0.84515 -5.50684 -1.43882
C 1.54663 1.80455 -1.32617
C 3.62469 -6.36100 2.89861
C 0.97617 2.14998 -4.86706
C -0.38520 -3.78768 0.99848
C -1.22833 -6.38973 -3.80727
C 1.34803 -6.25972 2.10987
C 1.68519 -5.21489 1.21783
C -1.21537 -7.55096 -4.57582
C -0.39230 4.86489 -4.22683
C 0.54505 2.80755 -1.34695
C -2.47791 5.07040 1.20461
C 0.68134 -4.64920 0.24228
C -0.66849 3.97925 -3.17455
C 2.30958 -6.82092 2.93313
C -0.95792 4.52976 3.66605
C 1.83271 1.48475 -2.63206
C 0.18473 -2.16753 2.79241
C 1.57321 2.33650 4.55013
C 2.99641 -4.74342 1.22586
C 2.95615 3.48913 2.31570
H -1.48632 -7.61072 -5.61579
H -3.14474 5.73709 1.75430
H 1.07442 5.13531 4.08278
H -1.21621 -3.58771 0.31522
H -3.01291 4.64548 0.35844
H -3.85111 4.91224 -2.48923
H 3.53873 1.03340 -3.80479
H 3.34581 0.03897 -2.35790
H -1.85255 -5.48088 -0.98572
H -0.76830 -4.35976 1.84585
H -2.13627 3.28824 -1.76402
H 2.04627 3.09429 5.17905
H -3.89959 3.87648 3.72087
H 2.33252 -0.24180 -3.78075
H -4.16671 2.76425 2.35395
H 0.71555 -0.21647 3.66546
H 3.43733 4.10214 3.07909
H 1.78520 2.69191 -5.36208
H 4.98293 -4.95054 1.98748
H 2.91293 4.05009 1.38463
H 0.63879 2.02519 5.01562
H -1.05954 3.92599 4.57240
H 0.01750 2.53055 -5.21862
H 2.24512 1.48329 4.47943
H 0.48268 -1.42076 -0.31088
H 1.94566 1.38018 -0.41650
H 3.54941 2.58939 2.16088
H 0.58099 4.89374 -4.69149
H -3.35206 6.50863 -4.30648
H -0.05457 -2.83224 3.59423
H 2.03665 -7.62475 3.59929
H 0.61166 5.31313 2.38928
H 1.20190 -3.99024 -0.47293
H -1.61530 5.62241 0.83663
H -3.21525 2.23523 3.75183
H -1.39749 5.51199 3.86406
H 1.06061 1.10264 -5.15681
H -1.14792 6.47800 -5.40144
H -1.50989 -5.43718 -4.21694
H -0.68284 -4.54677 -1.94310
H 3.27297 -3.94477 0.55448
*
```